1.
{
  "formula": "C34H57BrF3I2N5O19P2",
  "method": "ωB97M-V/def2-TZVPD",
  "max_force_ha_per_bohr": 0.0846,
  "smiles": "CCOCC[C@@](O[C@H](N)[C@@](CCN)(C[C@H](C)Br)N(CCC(F)=C(F)F)/C(I)=C(/C)I)([PH2]=N)P(=N)(O)O.O=C1OCCO1.O=C1OCCO1.O=C1OCCO1.O=C1OCCO1.O=C1OCCO1",
  "lumo_ev": 0.1,
  "homo_lumo_gap_ev": 8.2,
  "total_energy_ha": -7184.51834,
  "elements": ["C", "C", "O", "C", "C", "C", "O", "C", "N", "C", "C", "C", "N", "C", "C", "C", "Br", "N", "C", "C", "C", "F", "C", "F", "F", "C", "I", "C", "C", "I", "P", "N", "P", "N", "O", "O", "H", "H", "H", "H", "H", "H", "H", "H", "H", "H", "H", "H", "H", "H", "H", "H", "H", "H", "H", "H", "H", "H", "H", "H", "H", "H", "H", "H", "H", "H", "H", "H", "H", "H", "H", "H", "H", "O", "C", "O", "C", "C", "O", "H", "H", "H", "H", "O", "C", "O", "C", "C", "O", "H", "H", "H", "H", "O", "C", "O", "C", "C", "O", "H", "H", "H", "H", "O", "C", "O", "C", "C", "O", "H", "H", "H", "H", "O", "C", "O", "C", "C", "O", "H", "H", "H", "H"],
  "xyz": [[-2.736, 3.376, 3.714], [-1.529, 2.299, 3.691], [-0.405, 2.975, 3.095], [0.521, 2.012, 2.512], [1.522, 2.661, 1.473], [1.039, 2.788, -0.041], [1.359, 1.768, -0.959], [1.172, 0.412, -0.518], [2.461, -0.004, 0.151], [1.007, -0.620, -1.766], [0.226, 0.117, -2.942], [-1.129, 0.857, -2.564], [-1.992, 0.179, -1.561], [2.534, -0.741, -2.336], [2.577, -1.240, -3.882], [3.806, -2.289, -4.018], [3.034, 0.248, -5.143], [0.614, -1.986, -1.404], [-0.427, -2.637, -2.218], [-0.376, -4.224, -1.852], [-0.833, -4.976, -3.195], [-2.151, -5.383, -3.443], [0.168, -5.221, -4.156], [1.397, -5.795, -3.883], [-0.047, -4.878, -5.507], [0.358, -2.302, -0.024], [-1.477, -1.806, 1.096], [1.284, -3.048, 0.762], [1.007, -3.419, 2.315], [3.154, -3.831, -0.005], [-0.725, 3.475, -0.078], [-1.895, 2.489, 0.384], [2.093, 4.282, -0.698], [2.290, 4.094, -2.287], [3.582, 4.400, 0.100], [1.169, 5.723, -0.543], [-3.714, 2.902, 3.379], [-2.492, 4.206, 2.967], [-2.821, 3.834, 4.758], [-1.243, 2.014, 4.750], [-1.917, 1.415, 3.098], [1.161, 1.662, 3.401], [-0.036, 1.090, 2.163], [1.719, 3.730, 1.845], [2.526, 2.133, 1.609], [0.293, 0.384, 0.189], [3.195, 0.687, -0.030], [2.285, -0.038, 1.167], [0.007, -0.506, -3.862], [0.934, 0.940, -3.310], [-0.874, 1.937, -2.333], [-1.744, 0.911, -3.535], [-2.689, 0.894, -1.278], [-2.567, -0.487, -2.109], [3.046, 0.283, -2.359], [3.139, -1.521, -1.791], [1.658, -1.821, -4.186], [3.842, -3.010, -3.140], [4.762, -1.709, -4.181], [3.615, -2.919, -4.944], [-0.238, -2.607, -3.344], [-1.495, -2.321, -2.008], [-1.170, -4.395, -1.065], [0.658, -4.568, -1.554], [0.061, -4.061, 2.369], [1.861, -4.029, 2.752], [0.832, -2.503, 2.964], [-1.034, 3.894, -1.430], [-0.736, 4.604, 0.826], [-1.458, 1.586, 0.600], [3.305, 4.068, -2.454], [3.978, 5.228, -0.263], [0.978, 6.043, -1.455], [-0.452, 2.845, -4.916], [-0.164, 2.689, -6.064], [-0.891, 3.169, -7.110], [-0.113, 2.976, -8.284], [0.800, 1.849, -7.902], [0.931, 2.007, -6.495], [-0.749, 2.729, -9.135], [0.430, 3.900, -8.504], [0.363, 0.867, -8.108], [1.772, 1.914, -8.392], [1.240, -0.955, 4.455], [0.819, -1.567, 5.396], [0.059, -2.685, 5.298], [-0.053, -3.240, 6.608], [0.190, -2.054, 7.492], [1.037, -1.229, 6.693], [-1.048, -3.689, 6.765], [0.709, -4.016, 6.730], [-0.729, -1.504, 7.717], [0.679, -2.324, 8.428], [-1.826, -4.616, 7.853], [-3.003, -4.633, 7.616], [-3.737, -5.763, 7.458], [-5.106, -5.374, 7.418], [-5.034, -3.943, 6.973], [-3.767, -3.522, 7.469], [-5.668, -5.999, 6.724], [-5.533, -5.481, 8.419], [-5.040, -3.842, 5.885], [-5.837, -3.335, 7.390], [5.923, 6.416, -3.082], [5.526, 7.260, -2.341], [5.046, 7.020, -1.088], [4.892, 8.282, -0.447], [4.753, 9.229, -1.602], [5.493, 8.587, -2.634], [4.017, 8.284, 0.203], [5.782, 8.483, 0.155], [3.715, 9.342, -1.929], [5.164, 10.215, -1.385], [-5.720, -4.207, 2.353], [-5.437, -4.382, 1.205], [-6.165, -3.916, 0.156], [-5.393, -4.130, -1.020], [-4.483, -5.254, -0.624], [-4.347, -5.074, 0.781], [-6.033, -4.387, -1.864], [-4.847, -3.212, -1.255], [-4.924, -6.237, -0.814], [-3.513, -5.200, -1.120]],
  "forces_ev_per_angstrom": [[0.5955, -0.0404, 0.1176], [-1.4267, 1.3447, 0.3080], [0.1383, -1.4913, -1.2184], [0.8927, -0.3094, 1.6910], [-0.3256, 0.3262, 1.1217], [1.4988, 1.9333, 1.0649], [-0.9206, -0.0264, 0.0215], [0.9218, -1.1563, 0.6366], [-1.5378, 0.2052, 1.1533], [2.1783, 2.6188, -1.5239], [-0.5114, 0.7938, 0.0021], [-0.0897, 0.2981, -1.8925], [-0.5657, 0.5889, -0.8001], [-0.3259, 0.1847, -1.7820], [1.5532, -1.7312, 1.3896], [-0.8315, 0.2219, -0.7550], [-0.5333, -0.8831, 0.5885], [-2.2581, -0.1566, 1.3410], [-0.0483, -2.0837, -0.6527], [-1.9580, -0.3238, -1.3797], [2.9844, -1.0900, -0.1110], [1.6892, 1.8911, 0.0493], [-1.9234, 0.3298, 0.0725], [-2.0676, 2.1892, -0.8211], [0.7564, -1.8913, 2.4823], [3.5517, -1.8696, 1.6841], [0.5815, -0.1905, -0.6701], [-2.5761, 1.3619, 0.2591], [0.0194, -0.3405, -0.8017], [-1.2242, 0.5582, 0.3456], [-2.0487, -1.0559, 0.6788], [1.3517, -0.1214, -0.3321], [0.8998, 0.5928, -4.1880], [0.3945, 0.5337, 2.5056], [-2.5104, 0.7422, -0.4505], [0.9926, -1.7002, 0.5811], [1.2371, 0.5850, 0.6221], [-0.2891, -1.2100, 1.0304], [-0.0952, -0.5946, -1.4902], [-0.4039, -0.0152, -1.1818], [0.9307, 0.8322, 0.5295], [-0.6799, 0.1940, -1.3152], [0.5962, 1.0706, 0.0585], [-0.4153, -1.4440, -0.3633], [-1.4400, 0.7638, -0.6614], [0.9644, -0.3403, -0.8062], [-0.4790, -0.2772, -0.0122], [0.3871, -0.0061, -0.6742], [0.4991, 0.3396, 1.2952], [-1.0278, -1.1784, 0.5397], [-0.5144, -1.4870, 0.1728], [1.1400, 0.2567, 1.0855], [0.7004, -0.4860, 0.2217], [0.5177, 0.3050, 0.5539], [-0.6982, -1.4473, 0.3870], [-0.8688, 1.2358, -0.2631], [0.8763, 1.1983, 0.0626], [0.0178, 1.0688, -0.9471], [-0.9691, -0.8771, 0.4974], [0.3944, 0.7601, 0.9639], [-0.0347, 0.4742, 1.7200], [1.2332, 0.0775, -0.1607], [1.2654, -0.1481, -0.5603], [-1.2253, 0.3931, -0.3497], [1.2785, 0.8623, -0.1213], [-0.9939, 0.8753, -0.7325], [0.3576, -1.1106, -1.1350], [0.8489, 0.3968, 0.8093], [0.5341, -0.3360, -0.9912], [-0.6695, 0.1162, -0.0470], [-0.5054, -0.1375, -0.3191], [0.0161, -0.5816, 0.2220], [0.4975, -0.6343, 0.5368], [0.0847, -0.0760, -0.6368], [-0.0425, 0.0733, 0.8839], [0.1797, -0.1933, 0.2690], [-0.1442, 0.3197, -0.6614], [0.4477, -0.4780, -0.3851], [-0.6354, 0.5156, -0.0367], [-0.1011, 0.0749, 0.1816], [-0.0029, -0.0520, 0.0398], [0.0024, 0.0531, 0.0218], [0.0023, -0.0346, 0.2274], [-0.1410, -0.0913, 0.4557], [0.0896, 0.1519, -0.3687], [0.5606, 0.7874, -0.0507], [-0.5949, -0.6269, -0.2174], [-0.2044, -0.0126, 0.6907], [0.0127, -0.0570, -0.6000], [1.3627, 0.8344, -0.7424], [-0.0047, 0.0654, -0.0211], [0.0449, -0.0203, -0.0514], [0.0999, 0.1773, -0.1364], [-1.6881, -0.8853, 0.8929], [0.1982, -0.2298, 0.2694], [0.4883, 0.5342, 0.0387], [-0.6879, -0.4468, 0.0445], [-0.6878, 0.4343, -0.4551], [0.5451, -0.4698, 0.1787], [0.2317, -0.0522, 0.0410], [0.0739, 0.0150, -0.0337], [0.0397, -0.0258, 0.0663], [0.2384, 0.0781, 0.0456], [-0.2391, 0.4298, 0.5052], [0.3917, -0.6245, -0.9372], [-0.0449, 0.0374, -0.2188], [-0.1421, 0.1783, 0.8356], [-0.2836, 0.7071, -0.0585], [0.0158, -0.4749, 0.2904], [0.0595, -0.1990, -0.0838], [-0.0242, -0.0240, -0.0736], [0.0542, -0.0446, 0.0199], [0.0738, -0.1114, -0.1786], [0.1310, -0.0940, -0.5445], [-0.1031, 0.1118, 0.7355], [0.2428, -0.2247, 0.4033], [-0.1146, 0.3179, -0.7179], [0.4759, -0.4673, -0.4438], [-0.4450, 0.3115, 0.1483], [-0.0989, 0.0756, 0.1889], [0.0012, -0.0485, 0.0578], [-0.0021, 0.0602, 0.0254], [-0.0163, -0.0264, 0.2042]]
}

=====

2.
{
  "formula": "C34H57CeF3N2O2Si",
  "method": "ωB97M-V/def2-TZVPD",
  "max_force_ha_per_bohr": 0.0738,
  "lumo_ev": [-1.9, -1.9],
  "homo_lumo_gap_ev": [7.9, 8.3],
  "spin_multiplicity": 2,
  "total_charge": 1,
  "s2": 0.7511,
  "total_energy_ha": -2653.69239,
  "elements": ["O", "O", "C", "C", "H", "H", "H", "H", "H", "C", "C", "H", "H", "H", "H", "H", "C", "C", "C", "H", "H", "H", "H", "H", "C", "H", "H", "H", "H", "H", "H", "N", "C", "C", "C", "C", "H", "H", "H", "C", "H", "H", "H", "N", "C", "C", "C", "C", "H", "C", "H", "C", "H", "C", "C", "C", "C", "C", "C", "H", "C", "H", "C", "H", "C", "C", "Ce", "H", "H", "H", "H", "H", "H", "H", "H", "H", "H", "H", "H", "H", "C", "Si", "H", "H", "C", "C", "C", "H", "H", "H", "H", "H", "H", "H", "H", "H", "F", "C", "F", "F"],
  "xyz": [[1.066, 1.214, -3.180], [3.339, 1.436, -2.855], [0.518, 0.262, -4.185], [-0.924, -0.058, -3.901], [1.159, -0.625, -4.103], [0.667, 0.703, -5.179], [-1.080, -0.342, -2.854], [-1.232, -0.905, -4.521], [-1.575, 0.786, -4.148], [0.299, 2.448, -2.885], [0.674, 3.578, -3.799], [0.533, 2.675, -1.839], [-0.759, 2.174, -2.959], [1.741, 3.828, -3.713], [0.104, 4.459, -3.489], [0.417, 3.359, -4.841], [3.558, 1.304, -1.412], [4.076, 0.452, -3.656], [2.773, 2.329, -0.648], [4.635, 1.422, -1.264], [3.282, 0.285, -1.099], [2.671, 3.279, -1.184], [3.293, 2.524, 0.298], [1.786, 1.938, -0.380], [4.810, 1.150, -4.767], [3.343, -0.262, -4.056], [4.765, -0.089, -2.995], [4.120, 1.613, -5.475], [5.397, 0.409, -5.311], [5.489, 1.910, -4.376], [2.164, 1.350, -3.094], [-2.847, 0.426, 1.248], [-3.522, 0.602, 2.421], [-2.971, 0.363, 3.696], [-1.630, 0.097, 4.046], [-4.934, 1.125, 2.338], [-5.516, 0.605, 1.563], [-4.951, 2.203, 2.116], [-5.440, 0.970, 3.299], [-1.143, 0.374, 5.439], [-0.358, 1.144, 5.455], [-0.740, -0.531, 5.917], [-1.987, 0.735, 6.037], [-0.769, -0.483, 3.188], [-3.176, 1.155, 0.059], [-3.766, 0.493, -1.035], [-4.114, -0.967, -0.957], [-4.024, 1.221, -2.201], [-4.491, 0.701, -3.040], [-3.700, 2.575, -2.282], [-3.909, 3.130, -3.202], [-3.125, 3.223, -1.187], [-2.883, 4.285, -1.240], [-2.856, 2.525, -0.010], [-2.249, 3.230, 1.159], [0.631, -0.587, 3.437], [1.159, -1.841, 3.805], [0.240, -2.961, 4.187], [2.537, -2.037, 3.731], [2.939, -3.019, 4.003], [3.376, -1.008, 3.315], [4.450, -1.181, 3.241], [2.856, 0.252, 3.008], [3.513, 1.072, 2.712], [1.483, 0.485, 3.094], [0.904, 1.813, 2.720], [-1.664, -1.613, 1.371], [-3.271, -1.625, -1.240], [-4.916, -1.190, -1.674], [-4.491, -1.272, 0.032], [-1.423, 2.666, 1.611], [-2.986, 3.432, 1.949], [-1.848, 4.198, 0.834], [0.823, -3.732, 4.707], [-0.230, -3.459, 3.314], [-0.555, -2.631, 4.871], [0.047, 2.082, 3.350], [0.580, 1.825, 1.666], [1.660, 2.604, 2.833], [-3.651, 0.506, 4.541], [0.303, -1.652, 0.446], [1.346, -3.063, -0.266], [0.939, -1.206, 1.252], [0.185, -0.835, -0.316], [1.044, -3.273, -2.097], [0.975, -4.636, 0.669], [3.144, -2.603, 0.004], [3.742, -3.503, 0.206], [3.260, -1.929, 0.863], [3.572, -2.108, -0.878], [0.017, -3.616, -2.283], [1.735, -4.020, -2.514], [1.200, -2.330, -2.639], [-0.100, -4.861, 0.714], [1.362, -4.580, 1.695], [1.475, -5.475, 0.163], [-4.192, -3.792, 1.641], [-2.871, -3.853, 1.201], [-2.335, -4.943, 1.887], [-2.971, -4.307, -0.121]],
  "forces_ev_per_angstrom": [[-2.0007, -0.1460, -0.2686], [1.0721, -0.1951, 0.3556], [0.4593, 0.2746, 0.0378], [-0.2194, -0.0474, -0.0295], [-0.1887, 0.2840, 0.1035], [-0.0943, -0.0565, 0.2203], [0.0770, 0.0863, -0.1410], [0.0971, 0.1127, 0.0290], [-0.0112, -0.2277, 0.0689], [-0.1818, -0.4581, 0.1604], [0.1250, 0.1814, -0.1508], [-0.1790, -0.1186, -0.3458], [0.3352, 0.1822, 0.1621], [-0.2737, -0.0942, -0.1204], [0.0495, -0.0596, -0.0940], [0.1270, 0.0793, 0.1548], [0.5545, -0.4888, -0.1185], [0.0042, -0.0765, 0.0749], [-0.2473, 0.1392, 0.4901], [-0.1412, 0.0488, -0.0678], [0.0498, 0.2125, -0.1553], [0.1345, -0.1742, 0.0852], [-0.1261, 0.0205, -0.2131], [0.1150, 0.1677, -0.0934], [0.0444, 0.0740, -0.0998], [0.1790, 0.0767, 0.1873], [-0.2457, 0.1714, -0.0854], [0.0488, 0.0304, 0.0787], [0.0385, 0.0194, -0.0436], [-0.0696, -0.0680, -0.0371], [0.3192, -0.0811, 0.0240], [-0.4340, 0.7555, 0.8569], [0.5713, 0.2700, -1.4476], [-0.4875, -0.0970, 0.0393], [1.4295, -1.1195, -0.8049], [-0.3085, 0.0715, 0.4452], [0.2846, 0.1642, 0.1176], [0.0393, -0.3280, 0.0012], [0.0745, 0.1262, -0.2569], [-0.5273, 0.2534, 0.4960], [-0.1822, -0.2531, -0.1108], [-0.0417, 0.2584, -0.2519], [0.2911, -0.0261, 0.0268], [-0.4653, 1.3622, 1.5260], [-0.3880, -0.1521, 0.4196], [0.2781, 0.3684, 0.1861], [-0.2882, -0.3082, -0.1544], [0.1457, 0.0278, 0.1098], [0.1031, 0.2393, 0.1682], [-0.0413, -0.0007, -0.1559], [0.0368, -0.1769, 0.3494], [-0.0192, -0.2790, -0.1524], [-0.0785, -0.2329, -0.0099], [-0.1749, -0.2349, -0.3247], [0.2905, 0.4317, 0.2450], [0.4790, 0.0233, 0.2156], [-0.0782, 0.6191, -0.3552], [-0.0625, -0.4459, 0.2303], [-0.0029, 0.0068, 0.1315], [-0.0545, 0.4055, -0.1369], [0.1923, 0.1776, 0.0014], [-0.2765, 0.0317, 0.0368], [-0.1480, -0.2671, 0.2998], [-0.1090, -0.2565, 0.1146], [-0.1380, -0.6146, 0.0371], [0.1007, 0.4917, -0.0721], [-2.7205, -0.6018, 0.6993], [-0.2143, 0.1518, 0.1410], [0.2491, -0.0522, 0.1748], [0.2010, 0.0942, -0.2497], [-0.3076, -0.0005, -0.0957], [0.1722, -0.0905, -0.1203], [-0.1164, -0.1371, 0.1249], [-0.2717, 0.0789, -0.1714], [0.1380, 0.1737, 0.3168], [0.1631, -0.1093, -0.2742], [0.1753, -0.0517, -0.2638], [-0.0655, -0.0650, 0.2984], [-0.1804, -0.1909, -0.0270], [0.2474, 0.0683, -0.3735], [3.2369, 0.1446, -1.9715], [-0.2602, 0.8653, 0.6336], [-0.4062, -0.2120, -0.5621], [0.1015, -0.2161, 0.1327], [-0.1127, -0.1999, -0.2822], [-0.0058, -0.2268, -0.1294], [0.4297, -0.1974, -0.0094], [0.0279, 0.2143, -0.1009], [-0.0659, -0.1854, -0.1879], [-0.0111, -0.0740, 0.0818], [0.1890, 0.0556, -0.0602], [-0.2017, 0.1475, 0.0406], [-0.0306, -0.1472, 0.1286], [0.2419, 0.0051, -0.0097], [-0.0653, -0.0239, -0.1678], [-0.1194, 0.0798, 0.2191], [0.3401, -0.1341, -0.2225], [-0.3128, -0.7638, 0.1922], [-0.2865, 0.3168, -0.2763], [-0.0202, 0.1223, 0.3828]]
}